[1]
{"formula": "C2H8N2O2", "method": "ωB97M-V/def2-TZVPD", "species": ["C", "C", "N", "N", "O", "O", "H", "H", "H", "H", "H", "H", "H", "H"], "xyz": [[-0.94, 0.50, 0.91], [-1.51, -0.55, 0.31], [1.83, -0.92, -0.06], [-0.72, 1.74, 0.35], [2.73, -0.84, -1.20], [-2.24, -0.43, -0.86], [3.15, 0.04, -1.08], [-2.42, 0.52, -0.97], [2.03, -1.86, 0.30], [-0.49, 0.39, 1.90], [-0.66, 1.70, -0.67], [0.10, 2.20, 0.73], [-1.71, -1.48, 0.81], [0.85, -1.02, -0.47]], "nbo_charge": [-0.09, 0.00, -0.54, -0.83, -0.60, -0.69, 0.46, 0.47, 0.33, 0.20, 0.37, 0.39, 0.19, 0.34], "homo_lumo_gap_ev": 8.70, "spin_multiplicity": 1, "relative_energy_ev": 3.733, "smiles": "N/C=C\\O.NO", "molar_mass_g_mol": 92.1, "charge": 0, "e_homo_ev": -8.0}


[2]
{"formula": "C2H8N2O2", "method": "ωB97M-V/def2-TZVPD", "species": ["C", "N", "C", "N", "O", "H", "H", "H", "H", "H", "H", "H", "H", "O"], "xyz": [[1.43, -1.76, -0.46], [0.32, -0.79, -0.24], [0.70, 0.50, -0.02], [-0.36, 1.36, 0.16], [1.85, 0.89, 0.13], [1.23, -2.62, 0.17], [2.40, -1.32, -0.21], [1.43, -1.97, -1.54], [-0.66, -0.99, -0.42], [-1.34, 1.25, 0.30], [-0.13, 2.30, -0.11], [-3.21, -0.59, -0.23], [-3.76, 0.36, 0.76], [-2.91, 0.03, 0.45]], "nbo_charge": [-0.42, -0.64, 0.78, -0.88, -0.66, 0.19, 0.25, 0.19, 0.39, 0.42, 0.38, 0.47, 0.48, -0.94], "homo_lumo_gap_ev": 9.49, "spin_multiplicity": 1, "relative_energy_ev": 0.546, "smiles": "CNC(N)=O.O", "molar_mass_g_mol": 92.1, "charge": 0, "e_homo_ev": -9.2}


[3]
{"formula": "C2H8N2O2", "method": "ωB97M-V/def2-TZVPD", "species": ["C", "N", "C", "N", "O", "H", "H", "H", "H", "H", "H", "H", "H", "O"], "xyz": [[-0.37, -0.94, 1.31], [0.36, -0.63, 0.13], [1.00, 0.61, -0.11], [2.19, 0.53, -0.92], [0.76, 1.57, 0.56], [-1.53, -0.86, 1.31], [0.03, -0.18, 2.01], [-0.01, -1.99, 1.63], [0.15, -1.10, -0.74], [2.42, -0.25, -1.38], [2.83, 1.34, -1.09], [-1.84, 0.75, -0.81], [-3.35, 0.44, -0.67], [-2.65, 0.70, -1.25]], "nbo_charge": [-0.42, -0.67, 0.78, -0.86, -0.62, 0.19, 0.23, 0.20, 0.38, 0.37, 0.41, 0.47, 0.47, -0.94], "homo_lumo_gap_ev": 10.41, "spin_multiplicity": 1, "relative_energy_ev": 1.186, "smiles": "CNC(N)=O.O", "molar_mass_g_mol": 92.1, "charge": 0, "e_homo_ev": -9.7}


[4]
{"formula": "C2H8N2O2", "method": "ωB97M-V/def2-TZVPD", "species": ["N", "C", "O", "H", "H", "H", "H", "H", "C", "N", "O", "H", "H", "H"], "xyz": [[1.95, -0.17, 1.00], [1.31, 0.79, 0.13], [0.94, 0.12, -1.10], [1.34, -0.42, 1.77], [2.83, 0.16, 1.36], [0.41, 1.18, 0.58], [1.99, 1.60, -0.15], [1.24, -0.79, -0.94], [-2.18, -0.75, 0.05], [-1.92, 0.16, -0.93], [-1.59, -0.79, 1.11], [-2.96, -1.50, -0.15], [-0.93, 0.41, -0.94], [-2.42, 0.00, -1.78]], "nbo_charge": [-0.87, 0.08, -0.76, 0.38, 0.37, 0.16, 0.16, 0.49, 0.53, -0.84, -0.63, 0.10, 0.43, 0.38], "homo_lumo_gap_ev": 10.87, "spin_multiplicity": 1, "relative_energy_ev": 0.923, "smiles": "NC=O.NCO", "molar_mass_g_mol": 92.1, "charge": 0, "e_homo_ev": -9.9}


[5]
{"formula": "C2H8N2O2S2", "method": "ωB97M-V/def2-TZVPD", "species": ["C", "C", "N", "N", "O", "O", "S", "S", "H", "H", "H", "H", "H", "H", "H", "H"], "xyz": [[-0.55, 0.78, -1.32], [-0.13, 0.06, -0.06], [-0.39, 0.69, 1.14], [2.02, -1.24, 1.06], [2.22, 1.10, 0.51], [2.31, -0.41, -1.39], [-0.81, -1.70, -0.23], [1.72, -0.11, -0.11], [0.01, 0.50, -2.24], [-0.53, 1.95, -1.30], [-1.65, 0.56, -1.49], [0.55, 1.18, 1.43], [-1.08, 1.40, 1.08], [1.94, -2.23, 0.85], [2.54, -1.19, 1.89], [-2.11, -1.10, -0.08]], "nbo_charge": [-0.68, -0.14, -0.88, -1.11, -0.97, -0.89, -0.07, 2.26, 0.26, 0.23, 0.22, 0.42, 0.37, 0.40, 0.42, 0.14], "homo_lumo_gap_ev": 10.03, "spin_multiplicity": 1, "relative_energy_ev": 0.308, "smiles": "C[C@@](N)(S)S(N)(=O)=O", "molar_mass_g_mol": 156.2, "charge": 0, "e_homo_ev": -9.5}


[6]
{"formula": "C2H8N2O3", "method": "ωB97M-V/def2-TZVPD", "species": ["N", "C", "O", "H", "H", "H", "H", "H", "N", "C", "O", "O", "H", "H", "H"], "xyz": [[0.45, 1.00, 0.33], [-0.43, 2.03, -0.19], [0.28, 3.24, -0.29], [1.28, 0.95, -0.23], [0.78, 1.31, 1.24], [-0.78, 1.70, -1.16], [-1.27, 2.11, 0.50], [-0.15, 3.87, -0.88], [-0.76, -1.86, 0.24], [0.18, -2.89, 0.19], [1.20, -2.63, -0.67], [0.05, -3.93, 0.77], [-0.36, -0.92, 0.34], [-1.36, -2.06, 1.03], [0.88, -1.91, -1.22]], "nbo_charge": [-0.85, 0.09, -0.74, 0.37, 0.37, 0.15, 0.16, 0.48, -0.90, 0.88, -0.68, -0.60, 0.41, 0.39, 0.48], "homo_lumo_gap_ev": 10.65, "spin_multiplicity": 1, "relative_energy_ev": 0.000, "smiles": "NC(=O)O.NCO", "molar_mass_g_mol": 108.1, "charge": 0, "e_homo_ev": -10.2}


[7]
{"formula": "C2H8N2O3", "method": "ωB97M-V/def2-TZVPD", "species": ["C", "C", "N", "N", "O", "O", "O", "H", "H", "H", "H", "H", "H", "H", "H"], "xyz": [[-0.39, 1.30, -0.65], [0.38, 0.11, 0.08], [-1.68, -1.04, -0.13], [2.49, -0.61, 0.16], [0.42, 0.12, 1.43], [-0.28, -1.07, -0.39], [1.59, 0.24, -0.56], [-0.65, 2.03, 0.19], [0.30, 1.83, -1.38], [-1.28, 0.84, -1.19], [-2.15, -1.83, -0.47], [-1.62, -1.05, 1.01], [3.42, -0.22, -0.11], [2.47, -1.50, -0.46], [1.26, -0.29, 1.62]], "nbo_charge": [-0.67, 0.72, -0.54, -0.57, -0.72, -0.45, -0.39, 0.22, 0.22, 0.25, 0.36, 0.35, 0.36, 0.35, 0.50], "homo_lumo_gap_ev": 9.70, "spin_multiplicity": 1, "relative_energy_ev": 4.829, "smiles": "CC(O)(ON)ON", "molar_mass_g_mol": 108.1, "charge": 0, "e_homo_ev": -8.9}


[8]
{"formula": "C2H8N2O3P", "method": "ωB97M-V/def2-TZVPD", "species": ["C", "C", "N", "N", "O", "O", "O", "P", "H", "H", "H", "H", "H", "H", "H", "H"], "xyz": [[1.16, -0.85, -0.03], [1.84, -2.05, 0.69], [1.58, 0.53, 0.46], [1.71, -3.30, 0.55], [-2.43, 3.17, -1.12], [-0.87, 2.08, 0.54], [-2.91, 0.81, -0.40], [-1.46, 1.75, -0.77], [0.04, -0.98, -0.03], [1.36, -1.01, -1.04], [2.73, -1.73, 1.25], [0.81, 1.05, 0.10], [1.54, 0.36, 1.47], [1.09, -3.73, -0.10], [-3.30, 0.61, -1.21], [-2.90, 3.30, -0.36]], "nbo_charge": [-0.32, 0.17, -0.83, -0.67, -1.05, -1.20, -1.05, 1.42, 0.20, 0.19, 0.15, 0.41, 0.34, 0.34, 0.45, 0.45], "homo_lumo_gap_ev": 7.78, "spin_multiplicity": 1, "relative_energy_ev": 2.144, "molar_mass_g_mol": 139.1, "charge": -1, "e_homo_ev": -3.9}


> Look up the charge of the third one.

0


What did the seventh record say?
{"formula": "C2H8N2O3", "method": "ωB97M-V/def2-TZVPD", "species": ["C", "C", "N", "N", "O", "O", "O", "H", "H", "H", "H", "H", "H", "H", "H"], "xyz": [[-0.39, 1.30, -0.65], [0.38, 0.11, 0.08], [-1.68, -1.04, -0.13], [2.49, -0.61, 0.16], [0.42, 0.12, 1.43], [-0.28, -1.07, -0.39], [1.59, 0.24, -0.56], [-0.65, 2.03, 0.19], [0.30, 1.83, -1.38], [-1.28, 0.84, -1.19], [-2.15, -1.83, -0.47], [-1.62, -1.05, 1.01], [3.42, -0.22, -0.11], [2.47, -1.50, -0.46], [1.26, -0.29, 1.62]], "nbo_charge": [-0.67, 0.72, -0.54, -0.57, -0.72, -0.45, -0.39, 0.22, 0.22, 0.25, 0.36, 0.35, 0.36, 0.35, 0.50], "homo_lumo_gap_ev": 9.70, "spin_multiplicity": 1, "relative_energy_ev": 4.829, "smiles": "CC(O)(ON)ON", "molar_mass_g_mol": 108.1, "charge": 0, "e_homo_ev": -8.9}